Density functional theory data (ωB97M-V with the def2-TZVPD basis set) for 3 unconnected molecules or ions with the total composition C2H12N2O2 at a distorted geometry.

The geometry in XYZ format:
```
18
Properties=species:S:1:pos:R:3:forces:R:3
N 0.7397 -1.1841 -1.3058 -0.6 0.5 -0.5
C -0.5219 -0.5489 -0.8149 0.3 0.1 -0.2
C -0.2410 0.7498 -0.0383 0.9 -1.6 -0.5
N 0.1129 0.3502 1.3341 -0.7 1.6 1.1
H 1.1253 -1.9267 -0.7439 -0.2 -0.1 0.3
H 0.4763 -1.5833 -2.1949 0.4 -0.3 -0.1
H -1.0944 -0.3260 -1.7162 0.0 0.1 0.1
H -1.1121 -1.2693 -0.2352 0.0 0.3 0.1
H -1.0715 1.4543 -0.1242 -0.2 -0.3 0.7
H 0.6113 1.2279 -0.5113 0.0 0.2 -0.3
H 0.5319 1.1605 1.7869 -0.4 0.1 0.2
H 0.8529 -0.3169 1.4639 0.1 -0.6 -0.9
O 2.6083 0.9860 -1.7126 0.4 1.2 -0.3
H 2.0432 0.2143 -1.7770 -0.1 -0.8 0.4
H 3.3986 0.7828 -1.2117 -0.1 -0.3 0.0
O -3.2011 0.0826 2.4546 0.6 0.0 -0.2
H -2.9068 0.0971 3.3699 -0.1 0.0 0.1
H -2.3516 0.0496 1.9766 -0.3 0.0 0.1
```
Positions in Å, forces in eV/Å.

For the molar mass, the calculation gives 96.13 g/mol. Its max |F| is 2.1 eV Å⁻¹. The value obtained for the HOMO-LUMO gap is 10.44 eV. Its HOMO energy is -9.68 eV. The structure (SMILES) is NCCN.O.O.



Density functional theory data (ωB97M-V with the def2-TZVPD basis set) for 3 unconnected molecules or ions with the total composition C2H12N2O2 at a distorted geometry.

The geometry in XYZ format:
```
18
Properties=species:S:1:pos:R:3:forces:R:3
N -1.5230 0.5318 1.4561 0.8 -0.7 0.1
C -1.0679 -0.5140 0.6266 -0.2 0.0 -0.3
C 0.4501 -0.7747 1.0190 -0.1 0.1 -0.6
N 1.3400 -0.0130 0.2249 0.0 0.5 0.6
H -1.9208 0.2334 2.3372 -0.2 0.3 0.1
H -0.8745 1.3045 1.5135 -0.4 0.5 0.1
H -1.7006 -1.3901 0.7647 0.3 0.0 -0.1
H -1.0286 -0.2307 -0.4282 -0.2 0.0 0.0
H 0.5382 -1.8562 0.8323 -0.1 0.0 0.0
H 0.6006 -0.5956 2.0797 0.3 -0.2 0.4
H 2.1823 0.2925 0.7053 -0.2 0.1 -0.2
H 0.9727 0.6877 -0.4199 0.1 -0.5 0.0
H -2.0074 2.7500 -1.4089 -0.1 -0.1 -0.1
H -2.8121 1.8032 -0.5127 0.2 0.1 -0.5
O -2.0973 1.8186 -1.1726 -0.1 0.1 0.6
H 2.6478 -0.7697 -2.1098 0.2 -0.1 -0.1
H 3.6183 -1.7221 -2.8432 -0.3 0.1 0.1
O 2.6821 -1.5557 -2.6639 0.1 -0.1 0.1
```
Positions in Å, forces in eV/Å.

For the molar mass, the calculation gives 96.13 g/mol. The expectation value of S² is 0.757. Its spin multiplicity is 2. Its max |F| is 1.0 eV Å⁻¹. The value obtained for the HOMO-LUMO gap (spin up / spin down) is 11.05 / 5.91 eV. Its HOMO energy (spin up / spin down) is -14.18 / -14.11 eV. The net charge is +1.



Density functional theory data (ωB97M-V with the def2-TZVPD basis set) for 4 unconnected molecules or ions with the total composition C2H12N2O3 at a distorted geometry.

The geometry in XYZ format:
```
19
Properties=species:S:1:pos:R:3:forces:R:3
C 2.0862 -0.3320 0.0187 -2.1 2.1 -0.8
N 1.0859 -0.3592 -1.1319 -0.3 3.3 -0.6
C 0.5434 0.7736 -1.5760 -0.4 -1.1 2.3
N 0.3520 2.1040 -0.9527 0.5 -2.0 -1.9
H 2.7626 0.5003 -0.2465 0.7 -1.0 0.1
H 2.4629 -1.3397 0.1624 0.4 0.4 -0.1
H 1.6421 0.0766 0.9614 -0.1 -0.7 -0.5
H -0.0920 0.7429 -2.4580 0.1 -0.6 0.0
H 1.2272 2.4429 -0.5996 0.2 0.6 0.3
H -0.1377 2.7636 -1.6082 1.1 -1.0 1.0
O -0.5442 -0.1775 3.3800 -0.3 0.2 0.1
H -1.3003 0.3140 3.7297 0.1 -0.3 0.0
H -0.0514 0.5059 2.9211 0.2 0.1 -0.2
O -1.6191 -2.4696 -1.0792 0.1 0.3 0.2
H -1.7581 -3.3021 -1.5376 0.3 0.0 0.0
H -0.6644 -2.2959 -1.0113 -0.4 -0.1 -0.3
O -1.8537 0.3853 0.2847 1.3 -0.9 1.6
H -2.6334 0.0315 -0.1161 -0.7 -0.5 -0.4
H -1.5081 -0.3645 0.8591 -0.7 1.3 -1.1
```
Positions in Å, forces in eV/Å.

For the molar mass, the calculation gives 112.13 g/mol. Its max |F| is 3.3 eV Å⁻¹. The value obtained for the HOMO-LUMO gap is 9.93 eV. Its HOMO energy is -9.22 eV. The structure (SMILES) is C/N=C\N.O.O.O.



Relative energy (zero: lowest compared OMol25 entry of this formula, charge and spin) / kcal per mole: 14.15 7.55 38.29